## a
Molecular formula: C3H10N5
Method: DFT, ωB97M-V/def2-TZVPD

Output
frontier orbital gap (spin up / spin down) = 8.2 / 8.2 eV
charge = +1

Element x y z (Å)
N 2.4123 -0.3024 -0.0281
N 3.5333 -1.0387 0.3806
N 1.3056 -0.8667 0.2465
N 0.3052 -0.0835 0.3977
N -4.3278 -0.7325 0.0062
C -1.9003 0.9839 -0.0609
C -0.7971 0.3402 0.1284
C 2.6259 1.1723 -0.2999
H 3.3118 -1.9095 0.9158
H 3.5241 1.5808 0.0411
H -4.0144 -1.7396 -0.1454
H 4.2093 -1.1528 -0.2795
H 1.6130 1.5387 -0.0473
H 2.7257 1.1915 -1.3410
H -2.7646 0.4757 0.1724
H -1.9563 2.0383 -0.2633
H -4.7712 -0.6565 0.9650
H -5.0343 -0.8393 -0.7883

natural (NBO) population analysis, charges in e, atoms 1 to 8: number 1, N, carries 0.09; number 2, N, carries -0.61; number 3, N, carries 0.11; number 4, N, carries -0.26; number 5, N, carries -1.11; number 6, C, carries -0.48; number 7, C, carries 0.43; number 8, C, carries -0.44

## b
Molecular formula: C3H10N5
Method: DFT, ωB97M-V/def2-TZVPD

Output
structure (SMILES) = [H]/N=[N+]1\NNN(C)[C@@H]1C
frontier orbital gap (spin up / spin down) = 9.1 / 9.1 eV
charge = +1

Element x y z (Å)
N -0.8802 0.2888 0.3175
N -0.3818 1.4674 0.8615
N 2.2242 0.1938 -0.9273
N 0.9159 1.4719 0.4793
N 1.2292 0.4348 -0.2748
C 0.6992 -1.5680 0.8731
C -1.6492 0.6308 -0.9907
C 0.1602 -0.5775 -0.0947
H -2.4090 1.4302 -0.9600
H 1.3750 2.3666 0.3415
H 0.0349 -2.4461 0.9843
H -0.0044 -1.0991 -1.1771
H 1.5886 -2.1496 0.5719
H 2.8712 0.9995 -0.9132
H -0.3578 1.4368 1.8886
H -0.7656 0.7776 -1.7173
H 0.9904 -1.2264 1.8541
H -2.2790 -0.2044 -1.3889

natural (NBO) population analysis, charges in e, atoms 1 to 8: number 1, N, carries -0.28; number 2, N, carries -0.25; number 3, N, carries -0.25; number 4, N, carries -0.24; number 5, N, carries 0.18; number 6, C, carries -0.68; number 7, C, carries -0.43; number 8, C, carries 0.07

Going by the energies, b is most stable and the next is 0.209 eV up.

## a
Molecular formula: C32H80O16
Method: DFT, ωB97M-V/def2-TZVPD

Output
structure (SMILES) = COCCOC.COCCOC.COCCOC.COCCOC.COCCOC.COCCOC.COCCOC.COCCOC
frontier orbital gap = 10.1 eV
charge = 0

Element x y z (Å)
O -0.8360 -7.7156 -2.3477
O -0.8204 -0.0875 -1.0209
O 6.9063 0.6711 -0.4575
O 1.7219 0.9102 -0.1385
O 5.9601 -0.5160 2.2746
O -8.2807 1.5085 -1.8533
O 4.5818 5.0818 -1.5118
O -5.5568 1.7408 -4.1170
O -2.0545 4.9624 -1.5541
O -1.2450 -3.1421 3.1112
O -2.9760 -1.2942 1.3310
O 3.2576 -3.1363 2.6300
O -1.8659 -4.4180 -1.0944
O 3.5173 -6.3859 4.1703
O -4.8670 4.8805 -0.6415
O 2.4005 6.5551 -0.5837
C -4.1197 -0.5350 1.6409
C 2.9538 5.5062 0.1822
C 6.5991 -0.6973 -0.6821
C -4.2090 2.1222 -4.1678
C 5.5198 4.1384 -1.9551
C -3.8520 3.9399 -0.3467
C 6.9947 -1.2925 2.8062
C -0.6648 5.2274 -1.5908
C -2.4318 4.4592 -0.3043
C 3.0525 0.5447 0.1806
C -0.5994 0.5856 0.1892
C -7.6190 1.7909 -3.0760
C -6.1314 1.7226 -2.8311
C -9.6474 1.8758 -1.8528
C -3.1354 -2.6873 1.6290
C 6.3256 0.8028 1.9488
C -0.5734 -1.9235 3.3196
C -5.0357 5.8595 0.3563
C -1.0185 -5.3301 -1.7672
C -1.5843 -6.7293 -1.6533
C 1.9150 7.6253 0.1515
C 2.8360 -3.2532 1.2920
C 3.5824 4.4822 -0.7122
C 2.7348 -6.0401 5.3003
C -2.8294 -3.7844 -1.8858
C -1.7811 -3.3132 1.8117
C -2.0815 0.0737 -1.5771
C 0.7804 0.2832 0.6825
C 3.9770 -4.2521 3.1016
C 3.2237 -5.5841 3.0469
C 7.3440 0.9982 0.8255
C -0.5865 -7.4506 -3.6957
H 1.9841 -3.9346 1.1812
H -3.6931 2.0332 -3.2078
H 2.8569 -4.9865 5.5724
H 5.0208 3.2665 -2.4015
H -2.3729 1.1331 -1.6841
H 7.7984 -1.4836 2.0863
H -1.7273 -4.3735 1.5799
H -1.5656 -7.0588 -0.6152
H -1.3486 0.3378 0.9460
H 5.6118 -0.9565 -0.2988
H -2.0787 -0.3584 -2.5760
H -3.1582 -2.8640 -1.4057
H -3.8803 0.5124 1.4610
H -7.8677 0.9919 -3.7847
H -0.4460 -8.3715 -4.2624
H -5.7031 6.6322 -0.0218
H -0.0865 4.3885 -1.1914
H 3.6960 1.2520 -0.3411
H -3.7453 -2.8078 2.5350
H -2.6272 -6.7462 -1.9985
H 6.1511 3.7630 -1.1385
H 0.8872 -0.8141 0.6279
H 4.2773 -4.0413 4.1301
H -1.1514 -1.0584 2.9896
H -5.8009 2.5532 -2.1964
H 6.7669 1.2945 2.8330
H 8.2766 0.4628 1.0713
H 1.5558 7.3116 1.1482
H 2.5156 -2.2614 0.9822
H -2.4316 -3.4885 -2.8686
H 7.4773 -0.7847 3.6578
H -3.7072 -4.4130 -2.0888
H 0.3338 -6.8629 -3.8211
H -10.1660 1.1761 -1.1978
H -4.0829 3.1662 -4.4848
H -7.8777 2.7583 -3.5133
H 3.5252 -6.1760 2.1824
H -10.0808 1.8013 -2.8539
H 6.6004 -2.2422 3.1554
H 2.8695 3.9550 -1.3582
H 2.1461 5.0736 0.7892
H 3.1216 -6.6257 6.1323
H -0.6529 1.6733 -0.0057
H -9.7698 2.8921 -1.4690
H -0.9476 -5.0569 -2.8235
H 2.1496 -5.3691 2.9655
H 3.7167 5.9102 0.8616
H 3.1949 -0.4688 -0.2077
H -3.6497 1.5400 -4.9036
H 2.6445 8.4261 0.3148
H 0.4280 -1.9367 2.8730
H -3.9153 3.2100 -1.1550
H 7.6430 2.0482 0.8466
H 0.8910 0.5886 1.7312
H 4.0340 3.7373 -0.0372
H -1.1239 -2.8286 1.0694
H 3.2945 0.5932 1.2482
H -5.4769 5.4139 1.2559
H -2.2997 5.1988 0.4997
H -4.0941 6.3634 0.5899
H 4.9446 -4.3104 2.5736
H 1.0276 8.0387 -0.3334
H 3.6347 -3.5700 0.6078
H -3.7356 -3.0893 0.8046
H 7.3525 -1.3655 -0.2565
H 6.5984 -0.8277 -1.7639
H -4.9727 -0.8513 1.0250
H -2.9027 -0.3672 -0.9964
H -0.4579 6.1128 -0.9754
H -0.4300 -1.8052 4.3976
H 5.4206 1.3316 1.6507
H -0.3925 5.4555 -2.6166
H -4.4237 -0.6296 2.6914
H 1.6877 -6.2770 5.1000
H -1.8022 3.5983 -0.0253
H -0.0464 -5.2660 -1.2781
H 6.1559 4.5947 -2.7094
H -4.1072 3.4623 0.6114
H -1.4006 -6.9149 -4.2014
H -5.8717 0.8116 -2.2745

Löwdin population analysis, charges in e, atoms 1 to 8: number 1, O, carries -0.18; number 2, O, carries -0.15; number 3, O, carries -0.18; number 4, O, carries -0.17; number 5, O, carries -0.19; number 6, O, carries -0.19; number 7, O, carries -0.17; number 8, O, carries -0.17

## b
Molecular formula: C32H80O16
Method: DFT, ωB97M-V/def2-TZVPD

Output
structure (SMILES) = COCCOC.COCCOC.COCCOC.COCCOC.COCCOC.COCCOC.COCCOC.COCCOC
frontier orbital gap = 9.6 eV
charge = 0

Element x y z (Å)
O -0.1308 -5.8582 -8.3363
O 2.1340 6.4267 7.6922
O 0.9636 1.0639 1.4899
O -0.6953 -4.1562 -5.8470
O 5.1749 1.1858 -10.3727
O 1.5770 7.8993 2.6494
O 0.6041 4.0386 8.0661
O 0.5607 2.7085 -1.3256
O -3.7707 -1.8937 4.3288
O -4.9895 -3.9404 2.2811
O -8.2580 0.4010 -0.9183
O 2.3696 -6.5124 0.4319
O 1.2595 -9.6068 -0.4180
O -5.9495 1.5116 0.0116
O 4.8414 6.1141 3.2089
O 3.0835 1.0181 -8.4949
C 2.0592 4.0411 8.2539
C 6.3188 1.3667 -11.2786
C -6.0264 -4.7895 2.7053
C 2.1513 7.7642 8.2596
C 3.9734 7.2515 3.1517
C 1.9149 -5.3908 1.2196
C -3.6956 -3.2666 4.4241
C -0.2966 -6.4107 -9.6888
C 0.2737 7.5547 2.2698
C 1.9065 2.0980 -1.2692
C -3.7329 -4.0217 3.0124
C -3.4663 -1.0675 5.4696
C 1.9477 -7.7659 1.1323
C -7.2446 -0.4640 -0.4616
C 4.2613 1.7594 -8.1322
C 2.3092 -9.0929 0.4083
C -0.3944 -3.7970 -4.5116
C 5.4235 1.1984 -8.9829
C -0.1291 2.5925 -0.0815
C 2.5831 5.4544 8.6360
C -6.5528 2.6723 0.5488
C -0.0932 4.3794 9.2602
C 2.5295 6.7953 2.8231
C -6.3468 0.2591 0.5332
C 1.7044 -10.7172 -1.0958
C 1.9245 1.6855 -8.0417
C 0.7145 0.7967 2.8885
C 0.1911 -4.4226 -8.2576
C 6.0210 6.1779 3.8903
C 0.3744 -4.0230 -6.7362
C -9.3711 -0.3028 -1.6791
C -0.2079 1.3250 0.7079
H -6.2338 -4.5801 3.7547
H -3.4660 -0.0370 5.1142
H -7.5958 2.5926 0.8553
H 7.2029 1.8501 -10.8629
H 0.6524 -2.9703 -6.6843
H 3.9395 7.9472 3.9902
H -1.0645 -5.8059 -10.1710
H 2.5933 6.2583 1.8766
H -3.4648 -5.0416 3.2881
H -0.4547 0.5299 0.0044
H -6.5603 3.2498 -0.3756
H 2.5095 -5.4714 2.1296
H 1.0727 -4.1645 -8.8444
H -0.5551 -7.4693 -9.7148
H 0.9851 -10.9667 -1.8758
H 4.1335 7.8453 2.2518
H 0.6630 -6.3189 -10.1977
H 1.8975 1.0371 -1.0193
H 1.7036 2.6257 -8.5470
H -0.4619 8.3412 2.4388
H -2.8998 -3.5983 2.4513
H -5.6198 -5.7861 2.5336
H 1.8587 1.6971 -6.9538
H -1.1556 4.3499 9.0186
H 5.8447 1.8585 -12.1280
H -2.8520 -3.5305 5.0620
H 0.0764 3.7342 10.1222
H -9.9318 0.3850 -2.3120
H 1.9215 -4.4509 0.6676
H 0.8535 -5.4902 1.4468
H 1.5783 0.4359 3.4468
H 1.6819 8.4954 7.6014
H 0.3222 3.2673 0.6459
H -9.0006 -1.1783 -2.2123
H 2.6243 -10.6916 -1.6800
H 0.3287 1.6973 3.3662
H 6.7118 0.3624 -11.4370
H 1.1249 -4.5083 -6.1121
H 0.1454 7.0701 1.3019
H 2.2722 1.8993 -2.2767
H 2.0887 3.1589 8.8934
H 2.4345 -9.8693 1.1631
H -10.0584 -0.6105 -0.8910
H 1.8512 -11.5108 -0.3631
H 2.1115 6.1404 3.5876
H 6.5651 7.0642 3.5640
H 2.2998 5.7315 9.6515
H -0.6407 -3.8578 -8.6787
H 5.7756 0.2026 -8.7137
H 5.9922 6.3111 4.9717
H 0.0533 5.4066 9.5942
H 4.0959 2.8134 -8.3555
H 1.4736 7.8314 9.1106
H -6.8606 0.2178 1.4936
H -2.4583 -1.2271 5.8522
H -6.6524 -0.7292 -1.3374
H -1.1233 3.0284 -0.1809
H 4.4448 1.7246 -7.0584
H 0.1829 -2.8735 -4.4676
H -5.8963 3.1838 1.2527
H 2.5299 -8.0607 2.0054
H 2.6288 2.5006 -0.5590
H -4.1325 -1.0561 6.3322
H 3.0879 8.2161 8.5864
H -1.3151 -3.5243 -3.9958
H -0.0890 -4.6272 -3.8747
H -1.1200 1.4961 1.2796
H -7.6770 -1.3693 -0.0354
H 3.6706 5.4860 8.5687
H 0.9358 -7.8941 1.5166
H 6.6572 5.3184 3.6791
H 6.3566 1.7164 -8.7608
H 1.1750 0.9797 -8.3999
H 3.2461 -9.0349 -0.1457
H 2.4112 3.8350 7.2431
H -6.9856 -4.5877 2.2286
H -5.4304 -0.3158 0.6664
H -4.5858 -3.5710 4.9746
H -0.0729 0.0431 2.8768
H -0.1501 6.8042 2.9371

Löwdin population analysis, charges in e, atoms 1 to 8: number 1, O, carries -0.22; number 2, O, carries -0.18; number 3, O, carries -0.20; number 4, O, carries -0.20; number 5, O, carries -0.20; number 6, O, carries -0.19; number 7, O, carries -0.21; number 8, O, carries -0.16

Going by the energies, a is most stable and the next is 6.084 eV up.

## a
Molecular formula: C6H16N
Method: DFT, ωB97M-V/def2-TZVPD

Output
frontier orbital gap = 7.9 eV
charge = +1

Element x y z (Å)
N -0.2456 -0.2880 -0.8503
C 0.8015 -1.9951 1.0185
C -0.1693 3.5446 -0.4865
C -0.2416 1.0190 -0.2084
C 0.5870 -3.2363 0.1718
C -0.3832 2.2189 -1.1485
C -0.3293 -1.2741 1.6369
H -1.4000 2.1738 -1.5371
H -0.9620 3.7311 0.3168
H 0.7996 3.6050 0.0725
H -0.1694 4.3460 -1.2194
H -0.4650 -3.3131 -0.1242
H -0.0056 -0.7512 2.5308
H 0.3470 2.1373 -1.9262
H -1.2445 -1.8563 1.8247
H 1.1931 -3.2543 -0.7700
H 1.8576 -1.9947 1.4227
H 0.4886 -0.3947 -1.5583
H 0.8236 -4.1816 0.6798
H 0.6832 1.1104 0.3862
H 0.3087 -1.0955 0.3567
H -1.0769 0.9791 0.5041
H -1.0497 -0.8876 -0.9100

natural (NBO) population analysis, charges in e, atoms 1 to 8: number 1, N, carries -0.84; number 2, C, carries -0.24; number 3, C, carries -0.61; number 4, C, carries -0.22; number 5, C, carries -0.66; number 6, C, carries -0.41; number 7, C, carries -0.25; number 8, H, carries 0.22

## b
Molecular formula: C6H16N
Method: DFT, ωB97M-V/def2-TZVPD

Output
frontier orbital gap = 7.4 eV
charge = +1

Element x y z (Å)
N 1.2457 -1.1413 0.5123
C 1.0804 0.4162 -1.3267
C -0.6727 0.8315 0.5378
C 2.0566 -0.2872 -0.3538
C -2.0230 -1.3546 0.2649
C 0.1865 1.4257 -0.5698
C -2.0248 0.1571 0.1074
H 1.7682 -1.4612 1.3300
H 2.7480 -0.8529 -0.9083
H 0.3408 -0.2791 0.7708
H -1.9089 -1.6819 1.2714
H -2.2273 0.4284 -0.9632
H 1.1287 0.1811 3.1376
H -2.8674 0.5941 0.6746
H 1.6277 0.9317 -2.1204
H -0.8581 1.5935 1.3790
H -2.9765 -1.8039 -0.1220
H 0.4757 -0.3873 -1.7841
H 2.5934 0.4898 0.2196
H -1.1923 -1.8206 -0.2184
H -0.4221 2.0164 -1.2628
H 0.5847 0.7222 3.1362
H 0.8483 2.1874 -0.0852

natural (NBO) population analysis, charges in e, atoms 1 to 8: number 1, N, carries -0.51; number 2, C, carries -0.40; number 3, C, carries 0.14; number 4, C, carries -0.27; number 5, C, carries -0.61; number 6, C, carries -0.51; number 7, C, carries -0.48; number 8, H, carries 0.40

Going by the energies, a is most stable and the next is 0.967 eV up.

## a
Molecular formula: C2H3NOS
Method: DFT, ωB97M-V/def2-TZVPD

Output
structure (SMILES) = C=NSC=O
frontier orbital gap = 9.9 eV
charge = 0

Element x y z (Å)
S 1.4818 0.4607 0.0617
O 4.1028 0.3433 -0.0935
N -0.2179 -0.2038 0.3692
C 3.2124 -0.4062 0.0814
C -1.1320 0.5874 0.0636
H -2.1351 0.2367 0.2689
H 3.1918 -1.4851 0.2341
H -1.0257 1.5797 -0.3714

Computed natural (NBO) charges, given in elementary charges: number 1, S, carries 0.13; number 2, O, carries -0.47; number 3, N, carries -0.47; number 4, C, carries 0.37; number 5, C, carries -0.08; number 6, H, carries 0.19; number 7, H, carries 0.16; number 8, H, carries 0.17

## b
Molecular formula: C2H3NOS
Method: DFT, ωB97M-V/def2-TZVPD

Output
frontier orbital gap (spin up / spin down) = 8.1 / 7.7 eV
charge = 0

Element x y z (Å)
S -3.2527 0.2565 -0.2617
O -3.7770 -0.0228 1.1366
N 0.8058 -0.3076 -0.6871
C -0.2546 0.3931 -0.4247
C -1.4929 -0.0846 -0.1625
H 0.7497 -1.2159 -0.1988
H -1.1270 -1.2097 -0.0198
H -0.1416 1.4373 -0.6318

Computed natural (NBO) charges, given in elementary charges: number 1, S, carries 0.96; number 2, O, carries -0.73; number 3, N, carries -0.48; number 4, C, carries -0.02; number 5, C, carries -0.42; number 6, H, carries 0.32; number 7, H, carries 0.20; number 8, H, carries 0.18

Going by the energies, a is most stable and the next is 1.682 eV up.